This record from OMol25 describes one molecule with the formula C21H23ClN2O7S in a non-equilibrium geometry. The level of theory is ωB97M-V/def2-TZVPD.

```
55
Properties=species:S:1:pos:R:3
C -7.867 3.688 1.632
H -8.112 3.531 0.577
O -6.497 3.484 1.882
C -5.968 2.253 1.638
C -4.611 2.108 1.905
C -3.948 0.903 1.701
C -4.681 -0.204 1.204
C -6.034 -0.052 0.941
C -6.676 1.158 1.154
H -7.730 1.226 0.937
H -6.616 -0.878 0.565
O -3.986 -1.353 1.008
C -4.665 -2.492 0.535
H -5.454 -2.806 1.226
H -5.094 -2.322 -0.457
H -3.911 -3.274 0.471
C -2.545 0.731 1.988
C -1.661 1.680 2.339
C -0.274 1.324 2.595
O 0.182 0.195 2.572
O 0.477 2.407 2.859
C 1.838 2.218 3.232
C 2.780 2.033 2.028
O 3.623 2.852 1.745
N 2.549 0.866 1.375
C 3.152 0.390 0.217
C 2.646 -0.787 -0.336
C 3.185 -1.313 -1.492
C 4.246 -0.676 -2.118
C 4.762 0.492 -1.567
C 4.220 1.027 -0.415
H 4.619 1.937 0.003
H 5.593 0.979 -2.053
Cl 4.944 -1.317 -3.550
S 2.352 -2.778 -2.149
O 1.652 -3.385 -1.058
O 3.251 -3.582 -2.914
N 1.197 -2.170 -3.188
C 1.684 -1.638 -4.435
H 0.884 -1.665 -5.175
H 2.498 -2.278 -4.766
H 2.043 -0.605 -4.336
C 0.151 -1.411 -2.551
H 0.459 -0.380 -2.332
H -0.723 -1.390 -3.201
H -0.101 -1.921 -1.625
H 1.836 -1.320 0.137
H 1.796 0.281 1.748
H 1.922 1.346 3.892
H 2.126 3.128 3.761
H -1.903 2.726 2.437
H -2.175 -0.283 1.901
H -4.082 2.963 2.291
H -8.491 3.037 2.252
H -8.062 4.727 1.894
```

- ΔE to the lowest compared entry with this formula, charge and spin: 0.0 kcal/mol
- SMILES: COc1ccc(OC)c(/C=C/C(=O)OCC(=O)Nc2ccc(Cl)c(S(=O)(=O)N(C)C)c2)c1
- E_HOMO: -8.38 eV
- E_LUMO: -0.5 eV
- DFT total energy: -2308.580076 Ha
- Spin multiplicity: 1

=====

This record from OMol25 describes C4H9NO2 as an isolated structure. The level of theory is ωB97M-V/def2-TZVPD.

```
16
Properties=species:S:1:pos:R:3
C 0.995 -1.044 1.492
C 0.619 -0.116 0.353
O 0.207 -0.861 -0.781
C -0.592 0.786 0.649
N -1.154 1.164 -0.645
C -1.110 0.045 -1.499
O -1.948 -0.612 -2.007
H 1.273 -0.471 2.383
H 1.843 -1.674 1.209
H 0.150 -1.695 1.741
H 1.478 0.518 0.081
H 0.490 -0.265 -1.839
H -1.346 0.226 1.212
H -0.335 1.685 1.215
H -0.654 1.941 -1.063
H 0.083 0.374 -2.502
```

- ΔE to the lowest compared entry with this formula, charge and spin: 103.3 kcal/mol
- E_HOMO: -9.62 eV
- E_LUMO: 0.6 eV
- DFT total energy: -362.920985 Ha
- Spin multiplicity: 1

=====

This record from OMol25 describes a 8-piece molecular cluster, C27H47N2O25PS2 overall in a non-equilibrium geometry. The level of theory is ωB97M-V/def2-TZVPD.

```
104
Properties=species:S:1:pos:R:3
N 7.225 2.142 -3.340
P 7.783 1.069 -4.464
C 6.546 -0.402 -4.420
C 6.917 -1.790 -3.930
S 8.656 -2.215 -3.330
C 5.667 -2.901 -3.936
O 5.833 -4.181 -4.308
C 4.186 -2.269 -3.484
S 2.992 -3.249 -2.359
C 3.817 -0.886 -3.991
O 2.519 -0.314 -3.600
N 2.278 0.867 -4.195
O 1.807 1.688 -3.419
C 4.968 -0.143 -4.909
O 4.747 0.596 -5.999
H 7.957 2.274 -2.594
H 7.765 1.774 -5.724
H 9.103 0.686 -4.018
H 8.583 -2.325 -1.905
H 3.208 -2.640 -1.081
C -3.158 -3.892 -0.370
O -2.021 -3.316 -1.011
C -2.301 -2.229 -1.773
O -3.405 -1.734 -1.939
O -1.140 -1.787 -2.319
C -1.283 -0.638 -3.152
H -2.817 -4.753 0.212
H -3.619 -3.174 0.316
H -3.883 -4.242 -1.111
H -1.669 0.210 -2.577
H -1.933 -0.858 -4.004
H -0.293 -0.373 -3.534
C 2.925 -6.462 0.103
O 3.400 -5.408 0.938
C 3.113 -5.566 2.255
O 2.505 -6.502 2.749
O 3.619 -4.501 2.927
C 3.390 -4.532 4.334
H 3.211 -6.232 -0.927
H 3.386 -7.414 0.383
H 1.833 -6.530 0.151
H 3.870 -5.408 4.784
H 2.317 -4.523 4.551
H 3.836 -3.634 4.769
C 0.109 2.837 -1.015
O -0.745 3.252 0.049
C -1.986 3.632 -0.347
O -2.400 3.642 -1.496
O -2.686 3.998 0.756
C -4.020 4.425 0.489
H 1.074 2.555 -0.584
H -0.307 1.963 -1.526
H 0.274 3.658 -1.721
H -4.602 3.615 0.038
H -4.021 5.310 -0.157
H -4.486 4.694 1.441
C -4.753 5.443 5.044
O -5.830 5.365 4.113
C -6.903 6.132 4.434
O -7.003 6.848 5.418
O -7.844 5.964 3.471
C -9.037 6.716 3.679
H -3.950 4.791 4.688
H -4.366 6.465 5.103
H -5.070 5.091 6.031
H -8.822 7.789 3.683
H -9.526 6.414 4.611
H -9.719 6.505 2.850
C 2.108 -7.640 9.502
O 2.233 -8.601 8.456
C 1.778 -8.176 7.250
O 1.292 -7.082 7.012
O 1.957 -9.180 6.355
C 1.520 -8.873 5.033
H 2.502 -8.086 10.419
H 2.694 -6.744 9.275
H 1.056 -7.385 9.668
H 2.082 -8.025 4.627
H 0.444 -8.667 5.020
H 1.711 -9.745 4.402
C -13.475 9.407 3.764
O -14.387 8.353 3.459
C -13.810 7.130 3.353
O -12.623 6.881 3.493
O -14.784 6.230 3.062
C -14.320 4.889 2.920
H -14.043 10.339 3.826
H -12.994 9.233 4.732
H -12.727 9.511 2.972
H -13.873 4.534 3.854
H -13.606 4.813 2.094
H -15.181 4.256 2.689
C 12.867 -0.581 -8.303
O 11.790 -0.658 -9.234
C 10.718 0.108 -8.913
O 10.617 0.824 -7.929
O 9.777 -0.060 -9.876
C 8.583 0.692 -9.668
H 13.670 -1.232 -8.659
H 13.254 0.441 -8.244
H 12.550 -0.933 -7.316
H 8.799 1.765 -9.664
H 8.094 0.391 -8.736
H 7.902 0.481 -10.497
```

- SMILES: N=[PH2]C1=C(S)C(=O)C(S)=C(ON=O)C1=O.COC(=O)OC.COC(=O)OC.COC(=O)OC.COC(=O)OC.COC(=O)OC.COC(=O)OC.COC(=O)OC
- E_HOMO: -8.75 eV
- E_LUMO: -2.4 eV
- DFT total energy: -4184.848365 Ha
- Spin multiplicity: 1